Entry 1:
Molecular formula: C9H18ClIN2OPPd
Method: DFT, wB97M-V/def2-TZVPD

Structure (XYZ):
```
34
Properties=species:S:1:pos:R:3:forces:R:3:mulliken_spin:R:1
C 0.10262 0.97102 -2.57874 5.590 -0.767 2.229 0.18
I -2.32865 0.67658 -3.30961 -2.657 -0.441 -1.316 0.85
H 0.99461 0.23998 -2.39793 -1.461 0.942 -0.415 0.02
H 0.65754 1.94142 -2.49582 -0.977 -0.327 0.304 0.01
H -0.04384 0.88998 -3.68696 -0.922 -0.243 0.840 0.05
Pd 0.00882 -0.62855 0.97419 0.537 0.347 -0.282 0.85
P 0.29695 -1.92723 -0.85767 1.657 -3.702 -1.635 0.10
C -0.47064 -2.22758 -2.46973 -1.049 1.248 -0.397 0.00
C 2.01718 -2.51588 -1.24564 0.146 1.194 0.592 0.01
H 0.25318 -3.42887 0.98765 -0.219 -0.480 -0.007 0.00
H -0.39512 -4.23357 -0.51916 0.059 0.079 -0.054 0.03
H -1.38583 -3.01364 0.37353 -0.130 -0.684 0.176 0.01
C -0.37366 -3.33243 0.09744 -0.268 1.432 0.914 0.03
H 2.57712 -2.61169 -0.30670 -0.065 -0.026 -0.361 0.00
H 1.95782 -3.47872 -1.77503 -0.357 0.257 0.217 0.00
H -0.26779 -3.25957 -2.77040 0.356 0.047 0.330 0.01
H -0.11469 -1.53539 -3.23858 0.038 -0.374 0.111 0.01
H 2.52029 -1.79606 -1.90196 0.043 -0.158 0.148 0.00
H -1.55493 -2.11815 -2.42069 0.025 -0.035 0.027 -0.01
C -0.70148 0.84824 -1.11788 -1.647 4.194 -2.140 0.13
O -1.32417 1.80033 -0.73680 2.144 -3.223 0.545 0.27
Cl 1.93006 -1.34088 2.07013 -0.746 0.291 -0.331 0.41
C -1.65711 4.35531 2.79435 -1.424 1.607 0.319 0.00
N -0.71204 3.30882 2.58360 3.486 -1.538 0.131 0.00
C 0.66462 3.27314 2.92244 -4.721 0.549 -0.909 0.38
C 1.13886 2.05332 2.44725 -2.116 -2.062 -1.457 0.36
N 0.07162 1.33736 1.87002 1.658 0.831 0.687 -0.03
C -1.00485 2.10411 1.96582 1.564 0.949 1.056 0.31
H -1.77319 4.53589 3.87823 -0.158 -0.130 -0.496 0.00
H -1.30359 5.29086 2.32998 -0.065 -0.384 0.137 0.00
H -2.62867 4.08500 2.31614 0.767 0.160 0.558 0.00
H 1.12037 4.05845 3.45637 0.618 0.855 0.497 0.00
H 2.12867 1.69103 2.43982 0.979 -0.480 0.122 0.01
H -1.97825 1.81960 1.64541 -0.686 0.070 -0.139 0.03
```
Positions in Å, forces in eV/Å.

As for the expectation value of S²: 6.05. The energy above the lowest of the compared OMol25 structures with the same formula, charge and spin comes out at 409.18 kJ/mol. As for the spin multiplicity: 5. Its total charge is +3. The calculation puts the HOMO-LUMO gap (alpha / beta) at 5.5 / 4.0 eV.

Entry 2:
Molecular formula: C9H18ClIN2OPYb
Method: DFT, wB97M-V/def2-TZVPD

Structure (XYZ):
```
34
Properties=species:S:1:pos:R:3:forces:R:3:mulliken_spin:R:1
C -1.13459 1.70254 -0.53276 0.420 0.972 0.323 0.12
I -1.62058 -0.79187 -1.58835 -0.412 -1.284 -0.980 0.93
H -0.86215 0.89276 0.15928 -0.062 0.244 -0.071 -0.03
H -2.17757 1.66821 -0.85688 0.067 0.120 0.100 -0.01
H -1.03305 2.62637 0.05599 -0.002 0.026 -0.075 0.02
Yb 1.88259 -1.44658 1.91996 1.201 -0.873 0.513 0.00
P 1.54685 1.14956 -1.60728 0.004 0.655 -0.690 -0.01
C 2.05699 0.82103 -3.28849 0.141 -0.207 -0.297 0.00
C 2.42239 2.56058 -0.92598 0.235 0.156 0.189 0.00
H 2.51280 0.03984 0.25443 -0.275 -0.011 -0.514 0.00
H 2.41197 -1.03388 -1.20999 -0.160 0.209 0.221 0.00
H 0.90726 -0.78183 -0.26487 0.417 0.420 -0.271 -0.01
C 1.86314 -0.30903 -0.58618 0.192 -0.360 0.331 0.01
H 2.59289 2.41763 0.14922 -0.038 0.105 -0.181 0.00
H 3.38708 2.66023 -1.43805 -0.152 0.030 0.184 0.00
H 3.10386 1.13186 -3.41722 -0.299 -0.106 -0.009 0.00
H 1.41097 1.38465 -3.97617 0.200 -0.061 0.208 0.00
H 1.83040 3.47138 -1.09038 0.220 -0.214 -0.004 0.00
H 1.96808 -0.25274 -3.50705 -0.023 0.325 0.024 0.00
C -0.21632 1.80834 -1.72997 -1.111 0.983 -1.706 -0.03
O -0.48496 2.39069 -2.77442 0.842 -1.290 2.396 0.00
Cl 3.07167 0.48135 2.74993 0.191 0.493 -0.069 0.00
C -3.18531 -2.82521 1.06144 -0.341 -0.360 -0.281 0.00
N -2.20693 -2.05108 1.80015 0.195 0.369 0.292 0.01
C -2.46801 -1.14233 2.81625 0.778 -0.191 -0.226 0.00
C -1.25212 -0.65404 3.21254 -0.033 -0.343 -0.565 0.00
N -0.26264 -1.23893 2.43177 -1.130 0.006 0.060 0.00
C -0.88188 -2.07197 1.58742 -0.757 0.281 0.653 0.00
H -2.94107 -3.89248 1.11963 -0.141 0.272 0.058 0.00
H -4.17012 -2.64597 1.50144 0.206 -0.114 -0.200 0.00
H -3.17018 -2.51052 0.00967 -0.224 -0.150 0.392 0.01
H -3.46433 -0.92476 3.16685 0.038 -0.137 -0.053 0.00
H -1.01007 0.06012 3.98319 -0.038 -0.052 -0.049 0.00
H -0.42708 -2.69394 0.81487 -0.148 0.086 0.295 0.00
```
Positions in Å, forces in eV/Å.

As for the expectation value of S²: 0.75. As for the spin multiplicity: 2. Its total charge is +2. The calculation puts the HOMO-LUMO gap (alpha / beta) at 8.4 / 5.6 eV.

Entry 3:
Molecular formula: C9H18ClO5S
Method: DFT, wB97M-V/def2-TZVPD

Structure (XYZ):
```
34
Properties=species:S:1:pos:R:3:forces:R:3:nbo_charge:R:1
C -2.18544 3.93119 0.87191 -1.007 0.549 0.370 -0.28
O -1.56989 2.59996 0.71634 1.451 1.839 -0.116 -0.56
C -0.12597 2.69348 0.43855 0.753 0.719 0.689 -0.08
C 0.57880 1.17950 0.44462 0.282 0.228 -1.450 0.24
C -0.01509 0.54937 -0.96708 -0.310 -0.432 -0.572 -0.44
C -0.89642 -0.82145 -0.77188 -0.382 -0.390 -0.359 -0.42
C -0.01656 -2.19440 -0.60287 -0.276 0.234 -0.532 -0.22
C 0.72339 -2.49080 -2.03521 0.952 3.071 0.901 -0.67
C -1.09744 -3.37906 -0.14954 -0.067 1.339 0.117 -0.63
C 2.24023 1.27592 0.60755 0.880 2.578 -0.510 -0.12
O 2.70918 0.66048 1.88869 -2.999 -0.897 -0.594 -0.66
S 1.44559 -0.26946 2.60787 1.051 -3.698 3.475 2.30
O 1.10997 -0.01452 4.09799 0.883 0.948 -5.710 -0.83
O 1.88879 -1.75458 2.57394 -1.802 5.452 -1.488 -0.82
O 0.21008 0.27996 1.56757 1.591 0.221 0.961 -0.66
H -1.64847 4.79389 0.29132 -0.767 -1.784 0.851 0.18
H -3.30701 3.86493 0.46871 2.560 0.008 0.893 0.20
H -2.23198 4.26651 2.01355 0.219 -0.878 -2.332 0.19
H -0.00034 3.20081 -0.63478 0.036 -1.415 2.114 0.19
H 0.45657 3.42135 1.18169 -1.445 -1.536 -1.101 0.18
H -0.74578 1.33727 -1.48753 1.690 -1.572 1.420 0.21
H 0.86451 0.37673 -1.74630 -1.749 0.116 1.771 0.24
H -1.53851 -0.94265 -1.77114 1.437 0.237 2.088 0.22
H -1.69576 -0.73631 0.09784 1.775 0.169 -1.612 0.21
H 0.81274 -2.02513 0.20562 -1.719 -0.494 -1.284 0.20
H 0.21681 -1.78184 -2.84381 0.982 -1.546 1.392 0.16
H 0.67514 -3.60054 -2.40320 0.512 2.640 1.092 0.26
H 1.85370 -2.14270 -1.97158 -1.964 -0.392 0.012 0.15
H -2.06702 -3.18050 -0.81434 2.107 -0.880 1.300 0.20
H -1.42564 -3.15019 0.97477 0.766 -0.633 -2.260 0.18
H -0.66582 -4.46253 -0.27893 -1.007 2.287 0.145 0.26
H 2.88961 0.99447 -0.35205 -1.703 -0.416 2.291 0.23
H 2.60788 2.39912 0.77587 -1.290 -2.129 -0.393 0.19
Cl -0.04985 -4.87831 -2.99414 -1.438 -3.546 -1.570 -0.81
```
Positions in Å, forces in eV/Å.

The energy above the lowest of the compared OMol25 structures with the same formula, charge and spin comes out at 683.51 kJ/mol. Its total charge is -1. The calculation puts the HOMO-LUMO gap at 5.4 eV.

Entry 4:
Molecular formula: C9H18F5I2InOP2
Method: DFT, wB97M-V/def2-TZVPD

Structure (XYZ):
```
38
Properties=species:S:1:pos:R:3:forces:R:3:mulliken_charge:R:1
I 0.02816 -1.50524 -4.28718 -0.013 0.080 -0.144 0.03
I 0.04490 2.81914 -1.77995 -0.021 -0.630 0.691 -0.13
In -0.06242 0.93644 0.14544 0.837 0.118 0.263 1.20
P -2.49061 0.07821 0.03890 -2.493 0.380 -0.536 0.71
C -3.00320 0.04878 -1.72303 0.179 0.007 -0.140 -0.94
C -3.26672 -1.40163 0.78505 0.603 -0.679 0.245 -1.23
H -4.30669 -1.10299 1.02808 0.567 -0.310 -0.252 0.44
H -4.49004 1.03401 0.94371 0.481 0.500 -0.164 0.47
H -2.77401 -1.77126 1.69774 -0.214 0.435 -0.221 0.31
H -3.03662 1.75236 1.75661 -0.343 -0.413 -0.260 0.37
H -2.64155 -0.85493 -2.24200 -0.272 0.188 0.342 0.30
H -3.22642 -2.24888 0.08606 -0.249 0.366 -0.001 0.42
C -3.46643 1.42974 0.79321 0.468 0.690 0.152 -1.23
H -4.11438 0.10136 -1.73929 0.667 -0.080 -0.065 0.43
H -3.42918 2.34057 0.16760 -0.309 -0.558 0.009 0.39
H -2.56588 0.89850 -2.27327 -0.331 -0.147 0.343 0.30
P 2.63166 0.08264 -0.03391 1.938 0.336 -0.331 0.72
C 3.08182 -0.04736 -1.83651 -0.151 0.098 0.170 -0.87
C 3.64038 1.45084 0.65793 -0.204 0.918 0.326 -1.25
H 2.84165 -1.62996 1.74647 0.228 0.224 -0.657 0.30
H 4.41921 -1.17298 1.08880 -0.646 0.109 -0.446 0.44
H 3.34436 -2.28772 0.16046 -0.061 0.547 0.176 0.41
C 3.36642 -1.38276 0.79659 -0.439 -0.758 0.652 -1.24
H 3.27283 1.78217 1.65107 0.049 -0.332 -0.552 0.35
H 4.68271 1.12479 0.81942 -0.433 -0.082 -0.313 0.45
H 4.18712 -0.01718 -1.95028 -0.575 -0.025 0.332 0.42
H 2.65464 0.80549 -2.38740 0.129 -0.291 0.229 0.29
H 3.64427 2.34884 0.00871 -0.093 -0.577 0.176 0.37
H 2.71021 -0.98319 -2.28602 0.058 0.351 0.287 0.30
C 0.01066 -1.44030 -0.36031 0.170 -3.514 -3.403 0.01
O 0.02688 -2.31639 -1.10611 -0.043 2.536 2.802 -0.15
F -0.06889 -1.40062 2.17577 -0.819 2.232 0.051 -0.21
C -0.35014 -0.01108 2.25382 -0.633 -1.410 2.019 0.06
F -1.65059 0.16546 2.73097 1.669 -0.540 -0.758 -0.23
C 0.57320 0.57737 3.34516 1.226 1.545 1.299 0.63
F 0.40504 0.27710 4.66532 -0.234 -0.011 -2.628 -0.21
F 1.84144 0.23760 2.99202 -0.674 0.145 0.357 -0.20
F 0.47810 1.95155 3.23861 -0.020 -1.449 -0.050 -0.24
```
Positions in Å, forces in eV/Å.

The energy above the lowest of the compared OMol25 structures with the same formula, charge and spin comes out at 0.00 kJ/mol. Its total charge is +2. The calculation puts the HOMO-LUMO gap (alpha / beta) at 4.5 / 6.7 eV.

Entry 5:
Molecular formula: C9H18FN
Method: DFT, wB97M-V/def2-TZVPD

Structure (XYZ):
```
29
Properties=species:S:1:pos:R:3:forces:R:3:nbo_charge:R:1
C 0.39997 -0.65815 4.18970 -0.326 1.131 0.575 -0.61
C 0.92332 -0.94103 2.77877 2.291 -2.592 1.378 -0.40
C 0.03073 -0.25101 1.79999 1.458 -0.406 -0.543 -0.22
N 0.20362 -0.46106 0.37285 -0.601 0.615 0.458 -0.44
C 0.97263 0.56945 -0.23396 1.429 1.611 -2.540 -0.22
C 0.22778 0.92056 -1.61919 -1.492 -1.067 1.095 -0.20
C 1.00987 1.35025 -2.81324 -0.121 -0.017 -1.136 -0.61
C -0.63844 -0.44522 -1.85965 1.488 1.878 1.120 -0.24
C -1.80090 -0.18434 -2.77853 0.715 0.692 -0.707 -0.61
C -0.95345 -0.70452 -0.37606 -0.707 1.339 -1.501 0.35
F -2.07808 0.29375 -0.16241 1.104 -1.011 0.805 -0.45
H 0.29179 0.44823 4.27894 -0.020 -0.560 0.192 0.19
H -0.63987 -1.06714 4.29242 1.013 0.144 0.214 0.20
H 1.08543 -0.95835 5.03468 -0.849 -0.048 -1.044 0.22
H 0.89617 -2.08215 2.73357 0.223 1.328 -0.600 0.20
H 2.05301 -0.63120 2.75840 -2.051 -0.427 -0.399 0.20
H -0.95523 -0.55643 1.93052 -1.885 0.032 1.213 0.21
H 0.27764 0.76942 2.03997 -1.030 0.911 -0.150 0.19
H 1.95891 0.16471 -0.41378 0.539 -0.236 -0.699 0.18
H 1.28182 1.46071 0.38588 -1.262 -0.597 -0.259 0.19
H -0.52967 1.74852 -1.46425 0.641 -1.079 0.333 0.21
H 1.73507 0.58530 -3.10604 -0.228 -0.036 -0.368 0.20
H 1.59662 2.19800 -2.53971 0.476 0.900 0.042 0.21
H 0.33161 1.68553 -3.68560 1.120 -0.792 1.309 0.21
H -0.03288 -1.26289 -2.28280 0.228 0.397 0.364 0.21
H -2.04949 -1.07747 -3.28238 -0.437 -1.033 -0.800 0.20
H -1.56123 0.58439 -3.54959 -0.009 -0.589 0.493 0.21
H -2.66184 0.14827 -2.26856 -0.886 0.459 0.657 0.23
H -1.37493 -1.64613 -0.15996 -0.821 -0.950 0.501 0.18
```
Positions in Å, forces in eV/Å.

The energy above the lowest of the compared OMol25 structures with the same formula, charge and spin comes out at 0.00 kJ/mol. Its total charge is 0. The calculation puts the HOMO-LUMO gap at 10.1 eV.

Entry 6:
Molecular formula: C9H18FO8S
Method: DFT, wB97M-V/def2-TZVPD

Structure (XYZ):
```
37
Properties=species:S:1:pos:R:3:forces:R:3:nbo_charge:R:1
O 0.18713 -1.68922 4.09961 -0.005 0.346 -0.899 -0.57
C -0.12081 -1.39269 2.96785 -0.017 -0.344 1.087 0.66
O -0.16738 -0.13965 2.47496 0.461 -0.545 -0.371 -0.54
C 1.01287 0.62904 2.84701 0.175 0.678 0.806 -0.09
C 0.90060 2.05191 2.32940 -0.687 -0.326 -1.456 -0.42
C 1.12894 2.12801 0.79922 0.068 0.112 0.346 -0.44
C 2.50221 1.57701 0.37616 0.183 0.961 0.377 -0.11
O 2.52134 0.18560 0.05014 0.144 -0.744 -0.312 -0.74
S 1.57464 -0.10089 -1.29340 -0.688 0.059 -0.073 1.68
O 2.06956 0.70030 -2.35811 0.149 -1.567 0.250 -0.78
O 2.03158 -1.72799 -1.60365 -0.008 0.325 0.661 -0.72
C 0.95941 -2.60752 -1.32590 0.654 0.608 -0.412 0.22
O -0.22038 -2.06651 -1.88621 -0.075 -0.678 0.554 -0.55
C -1.30461 -2.22830 -0.98420 -0.202 0.334 -0.582 0.23
O -2.42564 -1.62918 -1.54997 -0.055 -0.219 0.747 -0.52
C -2.52912 -0.28488 -1.07293 0.205 0.462 -0.717 -0.11
C -3.53453 0.47141 -1.94015 0.207 -0.147 -0.176 -0.08
O -3.27278 0.20992 -3.31240 -0.282 0.132 0.183 -0.71
H -0.39472 -2.18586 2.25086 -0.271 0.451 -0.136 0.11
H 1.87001 0.10050 2.42356 0.021 0.121 0.153 0.20
H 1.07330 0.66979 3.93718 0.063 -0.311 -0.091 0.19
H 1.58615 2.74697 2.81718 -0.025 -0.285 0.303 0.21
H -0.13911 2.36404 2.48942 0.230 0.225 0.385 0.21
H 0.28100 1.62209 0.33140 0.274 -0.059 -0.256 0.21
H 1.09005 3.16736 0.45982 -0.093 -0.085 0.082 0.23
H 3.17310 1.69677 1.23873 -0.002 -0.298 -0.105 0.17
H 2.94047 2.19809 -0.41385 -0.314 -0.398 -0.376 0.26
H 1.23170 -3.55170 -1.80902 -0.127 0.029 0.074 0.17
H 0.85930 -2.75652 -0.23986 -0.139 0.017 -0.081 0.13
H -1.08486 -1.70533 -0.03978 0.272 -0.358 0.070 0.13
H -1.46451 -3.30319 -0.83145 -0.311 0.151 0.059 0.15
H -1.54834 0.19237 -1.21605 -0.065 0.007 0.207 0.18
H -2.78533 -0.27302 -0.00568 -0.067 0.074 -0.106 0.17
H -4.55671 0.16907 -1.69779 0.064 -0.150 -0.325 0.17
H -3.47163 1.55739 -1.79295 0.087 -0.154 0.490 0.17
H -2.36187 0.48792 -3.46804 -0.009 -0.089 -0.179 0.47
F 2.38899 2.71690 -3.05112 0.188 1.664 -0.183 -0.96
```
Positions in Å, forces in eV/Å.

The energy above the lowest of the compared OMol25 structures with the same formula, charge and spin comes out at 0.00 kJ/mol. Its total charge is -1. The calculation puts the HOMO-LUMO gap at 5.6 eV.

Going through the records in order, we get energy values of -48007.277; -76079.330; -43213.624; -65194.831; -13831.432; -39554.393 eV.